Entry from OMol25: a single C4H8O2 molecule (ωB97M-V/def2-TZVPD).

XYZ file:
```
14
Properties=species:S:1:pos:R:3:lowdin_charge:R:1
C 1.323 0.882 -0.310 0.03
C 0.184 0.745 0.364 -0.45
C 0.046 1.067 1.837 -0.03
O -0.869 0.274 -0.362 -0.08
C -0.375 -0.841 -1.418 -0.20
O -1.374 -0.791 -2.327 0.00
H 1.260 0.889 -1.393 0.07
H 2.266 1.064 0.167 0.06
H -0.445 0.280 2.417 0.08
H 1.050 1.232 2.252 0.08
H -0.518 1.995 1.999 0.08
H -0.357 -1.620 -0.666 0.12
H 0.569 -0.903 -2.017 0.13
H -2.109 -0.500 -1.772 0.10
```

Output
ΔE to the lowest compared entry with this formula, charge and spin, kJ/mol: 283.5
Multiplicity: 1
SMILES: C=C(C)OCO
E_HOMO, eV: -8.6
Total charge: 0
Orbital gap, eV: 9.57